ORCA calculation (ωB97M-V/def2-TZVPD) on a molecular structure, C29H46AsCrN3O3Si2 at a distorted geometry.

Computed properties:
- E_LUMO (alpha / beta) (eV) = 1.86 / 1.78
- HOMO level (alpha / beta) (eV) = -2.95 / -3.55
- energy relative to the best compared isomer or geometry (same formula, charge and spin) (kJ/mol) = 0.0
- F_max (hartree/bohr) = 0.05120

The geometry in ORCA input format:
```
! RIJCOSX wB97M-V def2-TZVPD def2/J DEFGRID3
* xyz -1 4
Cr 0.30672 6.16685 17.78252
O -1.23226 2.54312 23.58086
C -2.05967 3.57792 23.05197
C -1.47724 4.19721 21.81487
C -2.24428 5.19999 21.19589
C -1.75422 5.63281 19.95811
N -0.54679 5.28074 19.51000
C 0.18974 4.45168 20.22620
C -0.27744 3.70468 21.32889
C 1.58258 4.30255 19.68839
C 2.70369 3.91864 20.39776
C 3.93433 3.88929 19.71493
C 5.19021 3.32143 20.38464
O 5.10288 3.22366 21.81997
C 4.02531 4.33411 18.40154
C 2.86200 4.77317 17.80664
N 1.72231 4.73437 18.41921
H -1.11836 1.90552 22.84657
H -2.13263 4.38249 23.80920
H -3.08944 3.19923 22.84827
H -3.23313 5.50029 21.52157
H -2.25585 6.37219 19.35104
H 0.25968 2.95833 21.88278
H 2.64615 3.57964 21.41128
H 6.07066 3.91387 20.07992
H 5.32653 2.26357 20.06912
H 5.29208 4.11817 22.10319
H 4.99044 4.45723 17.94535
H 2.77978 5.28361 16.83340
C 2.25753 7.74528 14.39436
C 1.90173 7.82691 15.87757
C 3.18890 8.12894 16.68662
O 1.34398 6.61841 16.24369
H 2.54601 8.69950 13.99181
H 1.32377 7.46953 13.90557
H 3.02621 6.99248 14.23692
H 1.15891 8.61956 16.01756
H 3.92595 7.39672 16.35891
H 2.98291 8.09865 17.78903
H 3.60983 9.12117 16.48362
C 2.33002 7.63772 20.54574
C 1.73577 8.89515 20.00164
C 2.17072 10.15684 20.47810
C 1.60275 11.35309 20.07308
C 0.53188 11.34676 19.18824
C 0.05528 10.16138 18.63588
C -1.15403 10.20740 17.75935
C 0.68769 8.91955 18.97378
N 0.20459 7.74214 18.56064
H 2.99174 7.89279 21.35450
H 3.02921 7.14044 19.87690
H 1.54604 6.89419 20.84926
H 2.97269 10.10485 21.21118
H 1.85271 12.28615 20.55645
H 0.07332 12.31600 18.84362
H -2.08144 10.31475 18.33576
H -1.22486 9.28952 17.21752
H -1.06007 11.08505 17.03856
C 1.54248 3.07721 15.22131
Si -0.26838 3.47140 14.75813
C -0.85227 1.72252 14.26523
C -0.28238 4.64231 13.25419
As -1.37529 4.28236 16.63563
Si -2.64351 6.01620 15.74891
C -3.54137 6.97149 17.14783
C -4.07243 5.59352 14.59923
C -1.69487 7.40499 14.66448
H 1.51275 2.56339 16.20733
H 2.15868 3.96885 15.35737
H 2.08721 2.34064 14.61211
H -0.42749 1.39899 13.29805
H -1.97797 1.65422 14.16751
H -0.54866 1.01878 15.04233
H 0.34877 4.23584 12.44733
H 0.19131 5.61267 13.59332
H -1.26423 4.96487 12.98228
H -3.88683 6.30003 17.92745
H -4.38417 7.50340 16.73207
H -2.85858 7.70047 17.63084
H -4.76097 4.83207 15.08614
H -3.74066 5.09610 13.68272
H -4.63163 6.49841 14.26352
H -1.91358 8.40789 14.91178
H -1.71432 7.28154 13.56959
H -0.66837 7.22530 15.01597
*
```

ORCA calculation (ωB97M-V/def2-TZVPD) on 3 unconnected molecules or ions with the total composition C5H16N2O at a distorted geometry.

Computed properties:
- E_LUMO (eV) = -1.50
- HOMO level (eV) = -7.94
- energy relative to the best compared isomer or geometry (same formula, charge and spin) (kJ/mol) = 712.6
- F_max (hartree/bohr) = 0.06193

The geometry in ORCA input format:
```
! RIJCOSX wB97M-V def2-TZVPD def2/J DEFGRID3
* xyz 0 1
C 0.78008 -1.25593 1.99452
C 0.05711 -0.07150 1.33573
C -0.97446 -0.60872 0.29160
C -0.58044 -1.38248 -0.98552
C 0.52332 -0.92321 -1.95215
N 0.43197 0.49360 -2.35142
N -0.59079 0.91665 2.11957
H 0.15728 -1.96110 2.62022
H 1.19871 -1.73418 1.08575
H 1.61966 -0.81207 2.52026
H 0.83605 0.44367 0.82452
H -1.74452 -1.16253 1.02662
H -1.70108 0.28159 -0.03023
H -1.46788 -1.09913 -1.60263
H -0.37462 -2.45919 -0.72040
H 1.49954 -1.24387 -1.62591
H 0.49674 -1.54189 -2.81229
H 0.15195 0.48790 -3.36321
H 1.41979 0.88275 -2.30412
H -0.35042 0.74912 3.12612
H -1.60662 1.95391 0.72763
H 0.08524 1.89252 -1.01727
H 0.11207 1.95887 0.72482
O 0.24328 2.36785 -0.20774
*
```

ORCA calculation (ωB97M-V/def2-TZVPD) on C2H4ClNO3 in the gas phase at a distorted geometry.

Computed properties:
- E_LUMO (eV) = 0.52
- HOMO level (eV) = -9.28
- energy relative to the best compared isomer or geometry (same formula, charge and spin) (kJ/mol) = 470.1
- F_max (hartree/bohr) = 0.06453

The geometry in ORCA input format:
```
! RIJCOSX wB97M-V def2-TZVPD def2/J DEFGRID3
* xyz 0 1
O -1.91069 -1.38875 0.73916
N -0.88662 -0.93832 0.33944
O 0.28488 -1.85690 0.37659
C -0.61695 0.23783 -0.15912
Cl -1.90078 1.34028 -0.37206
C 0.70937 0.70278 -0.56968
O 1.57412 1.23333 0.43632
H -0.21084 -2.56407 0.75931
H 0.38376 1.34773 -1.38547
H 1.37857 -0.14207 -1.00706
H 1.19518 2.02816 0.84258
*
```

ORCA calculation (ωB97M-V/def2-TZVPD) on C3H7N3O2 in the gas phase at a distorted geometry.

Computed properties:
- E_LUMO (eV) = 0.54
- HOMO level (eV) = -8.96
- energy relative to the best compared isomer or geometry (same formula, charge and spin) (kJ/mol) = 581.7
- F_max (hartree/bohr) = 0.08657

The geometry in ORCA input format:
```
! RIJCOSX wB97M-V def2-TZVPD def2/J DEFGRID3
* xyz 0 1
O -1.30915 -0.21517 -2.46188
C -0.72527 -0.45479 -1.46761
N -0.60116 -1.78160 -1.07817
O -0.21027 -2.10520 0.24349
N -0.36658 0.60333 -0.73796
N 0.86269 0.48317 -0.01895
C 1.06549 1.71290 0.82024
C 0.55442 0.35792 1.36928
H -1.22769 -2.45325 -1.58525
H -1.05059 -2.12050 0.92201
H -0.36001 1.37155 -1.33830
H 2.20892 1.92937 0.94442
H 0.28850 2.50062 0.72836
H -0.43267 0.23017 1.73462
H 1.30337 -0.05853 1.92569
*
```